No. 1
Entry from OMol25: a cluster of 4 separate species, C35H54F9N2O11 in total (ωB97M-V/def2-TZVPD).

Results
* HOMO-LUMO gap: 7.74 eV
* HOMO level: -12.96 eV
* net charge: +1
* LUMO energy: -0.1917 hartree

Last column: Mulliken charge in e.
CARTESIAN COORDINATES (ANGSTROEM)
F  6.860  3.692  8.024  -0.245
F  2.199  -7.574  -1.130  -0.244
F  -3.415  -2.882  -4.233  -0.352
F  7.735  4.976  6.520  -0.241
F  -3.260  -5.031  -4.421  -0.269
F  -2.361  -3.748  -5.908  -0.262
F  6.691  5.839  8.199  -0.237
F  1.098  -7.945  -2.951  -0.237
F  0.351  -6.517  -1.515  -0.226
O  2.354  -4.779  -1.990  -0.280
O  -5.764  -3.356  -5.630  -0.515
O  4.877  -1.502  1.464  -0.422
O  4.333  5.342  6.829  -0.508
O  3.156  5.510  -1.443  -0.531
O  5.478  3.962  5.456  -0.359
O  -2.808  1.895  0.173  -0.247
O  2.781  -5.947  -3.876  -0.494
O  3.844  2.405  1.739  -0.409
O  -4.617  -4.738  -6.999  -0.308
O  4.005  0.517  0.441  -0.370
N  -1.484  1.890  0.376  0.550
N  -3.027  5.822  1.487  -0.718
C  0.674  0.442  0.909  -0.703
C  -4.783  -2.258  -1.740  -1.573
C  3.215  1.577  1.022  -0.069
C  3.715  -0.702  1.211  -0.187
C  -3.105  -2.594  0.204  -1.096
C  -5.790  -4.896  -7.815  -0.206
C  1.767  3.576  -2.233  -0.965
C  6.657  4.825  7.317  0.869
C  -5.402  0.187  2.537  -1.632
C  2.279  -2.850  -3.462  -1.177
C  -2.004  4.979  1.415  0.383
C  1.479  -6.974  -2.102  0.825
C  -4.765  -0.451  0.110  -1.387
C  -1.255  4.480  2.766  -0.569
C  -4.158  0.120  1.482  0.695
C  1.631  1.696  0.820  1.571
C  -5.940  -3.727  -8.769  -1.092
C  -0.842  0.614  0.685  0.246
C  3.115  -3.676  -2.505  -0.037
C  -4.749  -3.933  -5.925  0.329
C  5.351  4.773  6.529  0.384
C  4.133  4.956  3.699  -0.175
C  2.087  -2.938  3.462  -0.853
C  4.300  3.792  4.655  -0.194
C  -3.562  1.606  1.394  -0.660
C  0.904  3.058  0.489  0.160
C  -3.450  -3.896  -5.125  0.969
C  2.270  -5.866  -2.790  0.343
C  -3.808  -1.459  -0.695  1.112
C  1.817  4.380  0.349  0.032
C  4.590  -2.340  2.617  -0.566
C  2.636  4.220  -1.041  0.410
C  -1.448  4.455  -0.014  -0.800
C  3.297  -3.296  2.440  0.113
C  -0.653  3.081  0.294  -0.005
H  -2.851  1.725  2.302  0.192
H  -5.248  -3.109  -1.106  0.386
H  -1.446  3.354  2.932  0.104
H  5.485  -3.024  2.832  0.361
H  2.173  3.865  -3.277  0.463
H  1.716  -3.918  3.944  0.320
H  1.064  -0.602  1.135  0.044
H  3.530  3.515  -0.873  0.117
H  -0.109  4.607  2.658  -0.042
H  2.484  4.435  1.273  -1.012
H  4.039  -4.026  -2.974  0.346
H  1.184  5.338  0.333  0.343
H  3.620  -4.371  2.696  0.382
H  -3.243  -3.641  -0.230  0.473
H  4.435  2.869  4.088  0.234
H  -3.437  -2.569  1.312  0.237
H  1.866  2.436  -2.156  0.245
H  -6.103  -2.793  -8.226  0.309
H  -3.063  -0.848  -1.338  0.202
H  -5.783  -0.887  2.682  0.393
H  3.402  -3.065  -1.647  0.130
H  3.417  3.657  5.286  0.323
H  -6.262  0.762  2.037  0.395
H  2.853  -3.295  1.389  -0.079
H  -1.667  5.018  3.692  0.476
H  2.412  -2.265  4.331  0.272
H  -6.680  -5.028  -7.194  0.320
H  -4.225  -2.641  -2.660  0.407
H  -5.654  -5.818  -8.383  0.315
H  2.830  -1.966  -3.791  0.392
H  -5.032  -3.597  -9.362  0.304
H  -6.784  -3.887  -9.443  0.370
H  -0.724  5.202  -0.505  0.405
H  -2.307  4.295  -0.758  0.489
H  -4.921  0.468  -0.582  0.262
H  1.163  -2.500  2.922  0.073
H  -1.964  -2.380  0.179  0.062
H  -5.122  0.708  3.515  0.367
H  2.949  -1.298  0.596  0.133
H  3.198  -0.341  2.187  0.515
H  -3.155  5.986  2.511  0.286
H  -5.681  -1.581  -2.018  0.370
H  -4.418  2.353  1.564  0.421
H  1.999  -3.431  -4.344  0.365
H  0.653  3.884  -2.192  0.198
H  5.034  5.090  3.095  0.330
H  -5.832  -0.867  0.277  0.498
H  2.689  5.766  -2.271  0.388
H  3.970  5.892  4.240  0.443
H  4.412  -1.738  3.588  0.305
H  1.349  -2.530  -2.983  0.270
H  3.283  4.790  3.034  -0.587
H  -3.374  -0.543  1.981  0.324
H  -1.524  -0.313  0.771  -0.210

No. 2
Entry from OMol25: a structure of composition C35H55N4OP2Pd (ωB97M-V/def2-TZVPD).

Results
* HOMO-LUMO gap (alpha / beta): 8.46 / 4.85 eV
* HOMO level (alpha / beta): -16.78 / -17.62 eV
* net charge: +3
* LUMO energy (alpha / beta): -0.3060 / -0.4695 hartree
* spin multiplicity: 5
* ⟨S²⟩: 6.05

Last column: Mulliken spin population.
CARTESIAN COORDINATES (ANGSTROEM)
Pd  -0.857  -0.177  -0.383  1.070
P  -0.910  -2.459  0.749  0.428
P  0.227  1.740  -1.861  0.284
O  -2.834  -1.335  -2.413  0.016
N  -6.992  1.866  0.058  0.002
N  -2.254  1.572  0.297  0.073
N  1.199  1.112  1.915  0.012
N  0.927  -1.173  -1.197  0.323
C  -0.241  2.969  -4.432  0.031
C  -3.554  1.490  -0.023  -0.003
C  -1.819  2.583  1.058  -0.010
C  -2.058  -0.948  -1.644  0.035
C  2.459  -1.396  -3.066  0.133
C  -4.479  2.433  0.448  0.012
C  3.075  -2.485  -2.454  -0.015
C  -1.280  -4.369  -1.391  0.025
C  -1.182  4.137  -2.410  0.019
C  0.793  0.470  -3.051  0.029
C  -1.571  -0.458  2.897  0.053
C  -2.631  -2.679  3.057  0.022
C  2.597  -2.905  -1.224  0.237
C  1.835  2.728  -1.450  0.132
C  -2.690  3.548  1.590  0.013
C  -0.151  -2.371  3.476  0.105
C  2.345  3.672  -2.564  0.033
C  -2.177  2.018  -3.232  0.051
C  0.740  -3.030  0.358  0.480
C  2.937  1.700  -1.140  0.016
C  -0.851  2.771  -3.030  0.068
C  1.391  -0.777  -2.393  0.084
C  1.584  3.593  -0.201  0.063
C  3.217  -1.293  2.748  -0.013
C  -1.324  -5.211  0.964  0.027
C  3.489  0.202  2.982  -0.004
C  1.446  -2.320  -0.625  0.077
C  -3.271  -3.951  -0.004  0.026
C  -4.049  3.432  1.324  0.003
C  -1.352  -1.960  2.632  0.079
C  -1.741  -4.069  0.045  0.062
C  2.258  1.003  2.439  0.022
C  4.696  0.552  2.133  0.001
C  -5.873  2.162  0.212  0.000
C  3.725  0.485  4.475  0.000
H  -3.866  0.592  -0.570  -0.004
H  -1.510  4.049  -1.365  -0.004
H  1.680  4.537  -2.741  0.004
H  -2.532  -3.772  3.062  -0.003
H  5.588  0.065  2.542  0.000
H  -1.802  -0.369  3.973  -0.003
H  4.899  1.633  2.041  0.000
H  -3.704  -4.852  -0.483  0.001
H  0.142  -3.425  3.366  0.001
H  1.563  0.892  -3.709  0.025
H  -1.647  -5.062  2.003  -0.004
H  3.355  1.287  -2.066  -0.003
H  -2.863  -2.344  4.081  0.007
H  3.927  -2.961  -2.947  0.006
H  -3.731  -3.834  0.988  -0.001
H  -2.739  1.924  -2.296  -0.013
H  -2.405  -0.049  2.316  -0.008
H  2.748  -1.063  -4.082  -0.004
H  -0.069  0.202  -3.683  0.009
H  -4.769  4.054  1.851  0.000
H  -0.117  2.020  -4.972  0.002
H  0.720  3.497  -4.422  -0.002
H  1.217  -3.946  0.699  -0.106
H  -2.040  1.018  -3.662  -0.001
H  -1.747  -6.173  0.621  0.013
H  -0.671  0.142  2.699  0.009
H  3.318  4.069  -2.216  0.006
H  -3.564  -3.088  -0.617  -0.008
H  -1.516  -3.565  -2.093  -0.002
H  3.958  1.543  4.640  0.000
H  2.533  3.131  -3.505  0.002
H  2.861  0.205  5.111  0.000
H  2.504  3.704  0.393  0.000
H  4.575  -0.115  4.862  0.000
H  -0.206  -4.564  -1.458  -0.010
H  2.557  0.874  -0.525  0.008
H  0.700  -1.740  3.192  -0.037
H  -0.238  -5.328  0.974  -0.006
H  -1.817  -5.256  -1.766  -0.001
H  3.071  -3.716  -0.691  -0.004
H  0.864  3.150  0.486  -0.014
H  -0.957  3.584  -5.002  0.008
H  -2.012  4.570  -2.991  0.000
H  -0.761  2.560  1.331  -0.003
H  4.510  0.124  1.144  0.000
H  1.221  4.603  -0.438  0.003
H  2.951  -1.525  1.699  0.026
H  2.408  -1.672  3.379  0.003
H  -0.348  4.847  -2.466  0.001
H  -2.785  2.598  -3.946  -0.002
H  -3.469  -2.390  2.411  0.000
H  4.127  -1.853  3.002  0.001
H  -0.387  -2.185  4.538  0.007
H  3.760  2.199  -0.601  0.001
H  -2.279  4.307  2.242  0.001

No. 3
Entry from OMol25: a cluster of 5 separate species, C35H56FNO6P2S3 in total (ωB97M-V/def2-TZVPD).

Results
* HOMO-LUMO gap: 6.86 eV
* HOMO level: -7.64 eV
* SMILES: CCP(C)c1cc(P(CC)CC)c(S(=O)(=O)F)c2c1Sc1ccc(S)cc1N2.C1CCOC1.C1CCOC1.C1CCOC1.C1CCOC1
* LUMO energy: -0.0286 hartree

Last column: Mulliken charge in e.
CARTESIAN COORDINATES (ANGSTROEM)
S  0.342  1.495  2.788  1.545
S  -5.363  -1.647  -0.469  -0.251
S  1.072  -2.589  -1.063  0.200
P  2.992  3.240  1.317  -0.015
P  3.702  -0.888  -2.449  0.008
F  -1.015  2.326  2.324  -0.250
O  -0.096  0.449  3.711  -0.613
O  1.233  -5.617  -2.545  -0.307
O  -2.302  4.667  -1.366  -0.354
O  1.116  2.437  3.584  -0.642
O  4.977  -1.749  4.127  -0.446
O  -6.953  3.353  0.523  -0.361
N  -0.324  -1.191  1.276  0.007
C  2.171  -6.085  -1.567  -0.121
C  2.590  -7.276  -3.557  -0.548
C  -6.639  2.245  1.378  0.243
C  4.778  -2.365  -1.929  -0.138
C  2.710  -0.287  -0.974  -0.372
C  -3.085  -2.751  -1.867  -0.595
C  -3.575  -2.005  -0.703  -0.006
C  1.574  -0.977  -0.359  0.787
C  2.368  1.570  0.740  0.483
C  1.559  4.481  1.401  -0.708
C  2.545  -1.512  -3.819  -0.663
C  5.276  -2.263  -0.438  -1.084
C  -8.959  2.171  0.970  -0.576
C  -2.659  -1.507  0.339  -0.827
C  0.796  -0.448  0.775  -1.005
C  1.334  -6.438  -3.717  -0.447
C  4.158  3.981  0.043  -0.628
C  4.312  -0.478  4.150  -0.378
C  -4.173  3.876  -2.586  -0.519
C  4.031  -2.775  4.449  -0.386
C  1.220  0.852  1.366  0.601
C  -4.671  4.694  -1.410  -0.052
C  2.823  -0.765  4.210  0.392
C  -3.451  4.724  -0.510  -0.343
C  2.673  -7.433  -2.051  -0.598
C  -7.938  1.814  2.033  -0.564
C  3.105  0.999  -0.406  -1.381
C  -2.727  4.328  -2.693  -0.497
C  -1.201  -1.695  0.243  0.232
C  -1.646  -2.938  -1.970  -0.477
C  -0.747  -2.424  -0.954  0.489
C  5.625  3.392  0.098  -0.925
C  2.787  -2.077  4.970  -0.725
C  -8.378  3.451  0.396  -0.470
C  0.370  4.156  0.417  -0.521
H  2.003  5.459  1.052  0.546
H  3.673  -7.671  -1.688  0.334
H  -6.223  1.446  0.755  -0.347
H  -0.936  -0.603  1.858  0.286
H  2.542  -8.222  -4.097  0.336
H  2.985  -1.360  -4.833  0.426
H  4.648  0.062  5.042  0.271
H  5.638  2.352  0.530  0.182
H  6.333  4.046  0.682  0.353
H  -3.833  -3.114  -2.606  0.387
H  2.886  -1.887  6.043  0.305
H  -5.550  4.272  -0.922  -0.129
H  -3.422  3.850  0.151  0.148
H  3.964  1.534  -0.864  0.200
H  2.429  -0.911  3.200  -0.423
H  1.993  -8.225  -1.723  0.277
H  4.593  0.101  3.267  0.089
H  -3.120  -0.957  1.199  0.422
H  -2.074  3.555  -3.101  0.301
H  1.362  -5.804  -4.606  0.268
H  1.246  4.645  2.458  0.442
H  5.617  -1.212  -0.208  0.222
H  -4.917  5.707  -1.741  0.292
H  6.201  -2.897  -0.300  0.447
H  -8.982  1.393  0.201  0.249
H  -5.358  -0.263  -0.455  0.033
H  -1.260  -3.491  -2.861  0.355
H  -7.944  0.760  2.313  0.349
H  3.460  -6.720  -3.920  0.264
H  2.255  0.033  4.686  0.414
H  1.578  -0.951  -3.671  0.231
H  1.876  -2.654  4.809  0.345
H  6.056  3.349  -0.944  0.297
H  0.585  4.489  -0.629  0.332
H  -8.117  2.407  2.934  0.271
H  -9.970  2.299  1.357  0.339
H  -8.644  3.600  -0.652  0.276
H  -0.550  4.706  0.767  0.167
H  -8.707  4.327  0.966  0.306
H  -4.738  4.037  -3.505  0.373
H  -3.405  5.626  0.105  0.371
H  4.214  5.103  0.132  0.369
H  4.312  -3.346  -2.201  0.022
H  3.818  -3.336  3.532  0.165
H  0.439  -7.067  -3.765  0.272
H  -5.883  2.548  2.106  0.301
H  4.533  -2.635  0.311  0.195
H  3.693  3.802  -0.975  0.386
H  -4.214  2.810  -2.341  0.205
H  -2.636  5.226  -3.314  0.263
H  5.700  -2.269  -2.575  0.426
H  1.685  -6.142  -0.591  0.284
H  4.468  -3.458  5.181  0.342
H  0.080  3.079  0.367  -0.065
H  2.987  -5.356  -1.508  0.000
H  2.291  -2.595  -3.636  0.032

No. 4
Entry from OMol25: a structure of composition C35H57As3ClIrN6O2S2 (ωB97M-V/def2-TZVPD).

Results
* HOMO-LUMO gap: 7.39 eV
* HOMO level: -12.18 eV
* net charge: +2
* LUMO energy: -0.1762 hartree

Last column: Mulliken charge in e.
CARTESIAN COORDINATES (ANGSTROEM)
Ir  -0.001  0.354  0.160  2.393
As  2.347  -0.051  0.441  0.605
As  3.172  -0.885  5.745  0.435
As  -0.047  0.416  2.655  0.498
Cl  -2.718  11.799  2.169  -0.200
S  -3.168  0.301  -2.848  -0.158
S  -0.125  0.129  -2.237  -0.502
O  -0.047  -1.728  0.270  -0.599
O  -3.015  4.323  -2.082  -0.552
N  -0.741  -3.844  0.199  -0.401
N  0.005  2.350  -0.122  -0.329
N  0.398  4.517  0.223  -1.075
N  -0.503  4.344  -0.767  1.089
N  -2.145  -2.230  1.047  -0.155
N  -2.027  0.385  -0.545  0.498
C  -3.022  6.693  -2.399  -1.493
C  -1.080  5.492  -1.472  -2.362
C  -0.719  3.059  -0.986  0.049
C  2.786  -1.892  0.791  -1.369
C  3.276  -0.360  3.819  -1.737
C  -5.555  0.640  -1.363  -0.604
C  -3.391  0.535  -0.273  -1.645
C  1.445  1.380  3.474  -1.607
C  -2.574  10.714  0.825  0.350
C  -4.703  5.993  -0.061  -1.797
C  -4.173  0.507  -1.430  1.102
C  -3.224  5.592  0.020  2.596
C  -1.785  0.259  -1.828  0.169
C  -3.586  9.472  -0.951  0.398
C  -0.970  -2.560  0.492  0.597
C  2.916  1.016  3.229  2.643
C  -2.227  8.009  -2.488  -1.453
C  -5.360  0.820  1.041  -0.765
C  -2.507  6.581  0.944  -1.743
C  -3.984  0.701  0.973  0.361
C  -1.223  9.372  -0.621  0.090
C  -6.138  0.790  -0.117  -0.699
C  4.904  -0.210  6.344  -1.122
C  3.761  2.111  3.898  -2.010
C  -0.161  -1.148  3.786  -1.359
C  3.305  1.028  1.740  -1.886
C  -1.327  10.243  0.455  -0.899
C  -2.607  5.547  -1.435  1.381
C  -3.709  10.339  0.123  -0.995
C  -3.166  4.212  0.711  -1.807
C  -2.346  8.959  -1.324  0.039
C  0.682  3.299  0.593  -0.846
C  2.058  0.429  6.693  -1.027
C  3.432  0.329  -1.102  -1.397
C  -1.436  1.517  3.433  -1.408
H  0.998  0.269  6.495  0.250
H  -1.460  6.313  1.103  0.294
H  -4.076  6.922  -2.242  0.662
H  1.278  2.429  3.222  0.764
H  -0.762  5.432  -2.513  0.434
H  -4.825  7.040  -0.334  0.379
H  -3.367  0.766  1.857  0.147
H  -5.168  5.859  0.916  0.506
H  3.385  1.391  -1.339  0.405
H  3.247  2.048  1.345  0.530
H  2.704  -1.130  3.301  -0.235
H  -2.611  8.516  -3.377  0.499
H  -0.364  -0.793  4.795  0.469
H  0.771  -1.706  3.784  0.310
H  -2.950  6.239  -3.390  0.409
H  -3.836  4.226  1.573  0.784
H  -2.895  -2.897  1.121  0.268
H  -1.172  7.812  -2.689  0.389
H  2.318  1.469  6.504  0.292
H  -0.242  9.011  -0.912  0.383
H  -2.377  0.972  3.448  0.597
H  3.588  3.082  3.426  0.465
H  -0.648  6.376  -1.014  0.574
H  -5.841  0.946  2.002  0.478
H  -1.569  2.429  2.852  0.080
H  -2.166  3.986  1.092  -0.145
H  0.146  -4.097  -0.201  0.261
H  -1.162  1.768  4.457  0.616
H  4.463  0.041  -0.904  0.522
H  3.520  2.207  4.955  0.308
H  -3.000  6.568  1.918  0.542
H  -1.400  2.697  -1.734  0.666
H  2.543  -2.458  -0.107  0.425
H  4.327  -0.560  3.590  0.726
H  1.250  1.305  4.543  0.139
H  -6.160  0.625  -2.260  0.498
H  -3.959  4.377  -2.270  0.518
H  4.998  0.869  6.224  0.319
H  5.012  -0.455  7.399  0.413
H  3.058  -0.232  -1.958  0.444
H  -3.483  3.400  0.056  0.139
H  -1.406  -4.571  0.395  0.194
H  -4.474  9.201  -1.512  0.537
H  -2.382  -1.256  1.100  -0.236
H  5.701  -0.707  5.794  0.343
H  -4.675  10.729  0.413  0.434
H  2.200  -2.295  1.613  0.297
H  1.392  3.074  1.363  0.641
H  -2.550  7.602  0.573  0.114
H  -0.966  -1.806  3.463  0.444
H  2.228  0.226  7.750  0.426
H  3.850  -1.974  1.003  0.541
H  -0.448  10.557  1.003  0.429
H  4.825  1.882  3.814  0.478
H  -5.266  5.378  -0.772  0.346
H  -7.213  0.888  -0.043  0.458
H  4.351  0.730  1.639  0.738

Number 1: largest force on an atom 6.27 eV Å⁻¹. Number 2: largest force on an atom 6.27 eV Å⁻¹. Number 3: largest force on an atom 4.85 eV Å⁻¹. Number 4: largest force on an atom 1.58 eV Å⁻¹.